A cluster of 2 separate species, C5H15NO in total at a distorted geometry. Source: the OMol25 dataset; level of theory: the ωB97M-V functional and the def2-TZVPD basis.

Its total energy is -329.0866 hartree. As for the HOMO energy (alpha / beta): -0.52028 / -0.52022 Ha. The value obtained for the gap between HOMO and LUMO (alpha / beta) is 10.57 / 4.77 eV. Its lowest unoccupied orbital energy (alpha / beta) is -3.59 / -9.39 eV. The calculation puts the energy above the lowest of the compared OMol25 structures with the same formula, charge and spin at 2.985 eV.

```
! wB97M-V def2-TZVPD RIJCOSX def2/J DEFGRID3
* xyz 1 2
C 0.74 1.33 1.59
C 0.62 0.01 0.79
C -0.75 -0.03 0.00
C -0.63 -0.65 -1.51
C -2.00 -0.54 0.73
N 0.06 2.48 0.99
H 1.78 1.54 1.92
H 0.17 1.06 2.44
H 1.39 -0.09 -0.06
H 0.78 -0.93 1.35
H -1.02 0.93 -0.28
H -1.49 -0.41 -2.08
H -0.40 -1.75 -1.38
H 0.24 -0.29 -2.03
H -2.89 -0.59 0.10
H -2.13 0.10 1.56
H -1.96 -1.57 1.12
H -0.31 3.14 1.75
H -0.95 2.07 0.75
H 3.48 -2.48 -2.57
H 2.71 -1.22 -2.40
O 2.56 -2.10 -2.75
*
```